1.
Molecular formula: C5H5NO
Method: DFT, the ωB97M-V functional and the def2-TZVPD basis

Each line ends with the Mulliken charge.
Atoms and positions in Å:
O -1.3224 -1.7227 1.0641  -0.250
C -1.0362 -0.7301 0.5620  0.623
C -0.5899 0.4693 0.0848  -0.434
C 0.9948 0.5344 0.0325  -0.541
C 0.2450 0.4268 -1.2265  0.002
C 0.1948 -0.7693 -2.0580  0.048
N 0.2227 -1.7269 -2.7081  -0.396
H 0.2983 0.4963 2.9679  0.175
H -1.1843 1.3387 0.3593  0.303
H 1.4291 -0.4320 0.3223  0.266
H 0.6863 0.7752 2.3933  -0.144
H 0.0618 1.3405 -1.7936  0.348

Calculated values
Total charge: 0
E_HOMO, eV: -8.4
Frontier orbital gap, eV: 7.95
M, g mol⁻¹: 95.10

2.
Molecular formula: C4H8INS
Method: DFT, the ωB97M-V functional and the def2-TZVPD basis

Each line ends with the Mulliken charge.
Atoms and positions in Å:
C -1.4065 1.1866 -2.5140  -1.333
C -0.4696 0.0374 -2.6588  -0.326
C -0.2696 -0.5236 -1.2665  -0.027
N 0.6373 -1.2701 -0.8389  -0.460
I 2.3169 -1.7552 -1.8127  0.076
H -1.0592 1.8065 -1.6465  0.300
H -1.4563 1.6273 -3.4379  0.443
H -2.4019 0.8104 -2.2697  0.309
H -0.5521 -0.7477 -3.4418  0.362
H 0.6496 0.3507 -2.8406  0.218
H -1.0700 -0.3629 -0.5657  0.460
C 0.8188 -3.7636 0.6308  -0.415
S 1.5354 -2.7600 1.7335  -0.120
H -0.2402 -3.9813 0.5849  0.269
H 1.5789 -4.1313 -0.1734  0.243

Calculated values
Total charge: 0
E_HOMO (alpha / beta), eV: -8.4 / -8.4
Frontier orbital gap (alpha / beta), eV: 8.23 / 8.23
M, g mol⁻¹: 229.09

Number 1 is which compound?
C5H5NO